Record 1
Here is an isolated molecule of CH6N4 from the OMol25 dataset. Energies are from ωB97M-V/def2-TZVPD.

```
11
Properties=species:S:1:pos:R:3:forces:R:3:nbo_charge:R:1
C -1.497873 0.431029 0.111386 -2.13 -2.07 -3.79 -0.404
N 2.557133 0.056340 -0.052110 0.02 1.67 -0.42 -0.431
N 1.344264 0.241722 -0.294513 -0.42 -0.50 -0.81 -0.015
N -0.803366 -0.840438 -0.059883 -0.87 1.56 1.21 -0.438
N 0.480211 -0.605601 0.323404 2.35 -1.08 0.64 -0.313
H -1.440907 0.590686 1.090508 -0.58 1.15 4.08 0.189
H -0.979276 1.163524 -0.405748 0.99 1.75 -0.97 0.184
H -2.519258 0.391176 -0.356291 0.69 -0.07 0.95 0.187
H 3.073884 0.854351 -0.586943 -1.13 -1.71 1.05 0.325
H -0.985587 -1.210947 -0.951833 0.76 -0.67 -1.41 0.351
H 0.770771 -1.071841 1.182028 0.32 -0.02 -0.53 0.364
```
Forces are in eV/Å.

Values from the calculation:
- Kohn-Sham gap (Eh) = 0.380
- M (g mol⁻¹) = 74.09
- E_HOMO (eV) = -9.13
- energy above the lowest of the compared OMol25 structures with the same formula, charge and spin (kJ/mol) = 271.2
- structure (SMILES) = [H]/N=N/NNC

Record 2
Here is an isolated molecule of C50H75NO14 from the OMol25 dataset. Energies are from ωB97M-V/def2-TZVPD.

```
140
Properties=species:S:1:pos:R:3:forces:R:3:nbo_charge:R:1
C 8.060253 2.962255 0.520873 0.09 -0.22 -0.02 -0.614
H 8.993702 3.489314 0.334493 0.03 0.11 -0.01 0.213
H 7.713633 3.234621 1.513785 -0.06 0.11 0.10 0.204
H 7.328293 3.302688 -0.206769 -0.09 0.12 -0.07 0.201
C 8.289459 1.458224 0.411796 -0.17 -0.03 -0.04 -0.394
H 9.054653 1.168761 1.136655 0.04 -0.06 -0.06 0.204
H 8.686255 1.234207 -0.579620 0.09 -0.05 -0.02 0.200
C 7.050333 0.590239 0.673684 -0.24 0.08 -0.01 -0.223
C 6.577933 0.725168 2.121503 0.03 -0.16 -0.26 -0.610
H 6.200753 1.726378 2.315968 -0.06 0.14 0.08 0.197
H 5.780228 0.013884 2.315022 -0.09 -0.04 0.11 0.219
H 7.398350 0.522845 2.806606 0.06 0.00 0.12 0.208
H 7.333339 -0.455374 0.517531 0.02 -0.01 -0.04 0.207
C 5.889587 0.888378 -0.286791 0.50 0.23 -0.10 0.113
C 6.241143 0.822052 -1.783436 -0.22 -0.20 0.29 -0.283
C 4.963978 1.021956 -2.550274 0.14 0.00 0.04 -0.150
C 3.779283 0.760795 -2.026789 0.04 0.08 0.30 -0.261
C 3.629500 0.249015 -0.615793 -0.13 -0.26 -0.39 0.596
O 4.862278 -0.063497 -0.015816 0.04 -0.02 0.06 -0.586
O 2.973660 1.292061 0.088421 -0.04 0.02 -0.10 -0.582
C 2.744477 1.070727 1.474404 -0.12 -0.07 0.37 0.126
C 2.492842 -0.408416 1.787357 -0.05 -0.12 -0.27 -0.464
C 1.824542 -1.053178 0.583346 0.09 0.60 -0.16 0.098
C 2.793092 -1.054680 -0.598250 -0.09 0.17 0.23 -0.478
H 3.487906 -1.888546 -0.487578 -0.03 -0.02 -0.04 0.232
H 2.249154 -1.163687 -1.536197 0.01 -0.01 0.02 0.237
H 0.908301 -0.513672 0.312963 0.11 -0.10 0.07 0.203
O 1.452958 -2.388941 0.954079 0.27 -0.02 0.25 -0.503
C 0.487741 -2.975812 0.268265 -0.08 -0.25 0.07 0.861
O -0.065737 -2.476554 -0.684378 0.07 0.09 -0.14 -0.656
C 0.183045 -4.354200 0.823140 -0.03 0.07 -0.04 -0.372
C 0.781911 -5.361133 -0.120624 0.00 -0.17 0.11 -0.197
C 0.110377 -5.934752 -1.109287 -0.11 -0.05 -0.03 0.036
C 0.715373 -6.915336 -2.058558 0.04 0.14 0.10 -0.635
H 1.775969 -7.050971 -1.863581 0.09 -0.06 -0.04 0.213
H 0.578909 -6.560481 -3.078935 0.01 -0.03 -0.13 0.228
H 0.211920 -7.877280 -1.970554 -0.03 -0.11 -0.04 0.218
C -1.334696 -5.562169 -1.344738 -0.21 -0.16 0.53 0.031
O -1.450775 -4.431061 -2.166924 -0.09 0.39 -0.28 -0.727
H -0.993788 -3.677513 -1.755265 0.06 -0.10 -0.01 0.493
H -1.845160 -6.354324 -1.904389 0.09 0.01 0.15 0.191
C -2.059398 -5.431027 0.017527 0.31 -0.19 -0.23 0.075
O -3.349996 -4.878294 -0.132660 -0.04 -0.12 0.05 -0.508
C -3.261790 -3.486144 0.081591 -0.18 0.42 -0.21 -0.103
C -2.158339 -3.290236 1.081928 -0.31 0.12 0.31 -0.002
C -2.033741 -2.222674 1.876837 -0.37 -0.30 -0.46 -0.192
C -1.026951 -2.017028 2.892104 0.29 0.10 0.31 -0.261
C -0.953754 -0.974590 3.726179 -0.01 -0.08 -0.12 -0.152
C -1.886537 0.189811 3.809733 -0.05 0.26 -0.04 -0.240
C -2.511708 0.285201 5.202953 -0.01 0.01 -0.18 -0.617
H -2.999671 1.249489 5.313354 -0.09 0.07 0.11 0.224
H -3.258201 -0.498522 5.315062 -0.05 -0.06 0.05 0.213
H -1.776169 0.164521 5.992013 0.05 -0.01 0.12 0.200
H -2.711191 0.074846 3.103832 0.14 -0.01 0.05 0.227
C -1.154372 1.481104 3.345345 0.04 -0.22 -0.31 0.029
C 0.173090 1.791186 4.003207 -0.05 0.07 -0.06 0.108
C 1.298433 1.983925 3.320238 -0.03 -0.05 -0.20 -0.208
C 1.534527 1.938106 1.845481 0.25 -0.14 -0.09 -0.453
H 0.672258 1.570265 1.293260 -0.09 0.03 -0.09 0.206
H 1.745108 2.952878 1.494783 -0.03 0.01 -0.08 0.226
H 2.188383 2.242619 3.883103 0.07 0.08 0.20 0.191
C 0.156243 1.999690 5.489322 0.05 -0.05 -0.07 -0.664
H -0.754531 2.520000 5.770226 -0.07 0.06 0.18 0.227
H 1.015304 2.588837 5.801001 0.03 0.04 0.04 0.215
H 0.192400 1.049641 6.019897 -0.06 -0.06 0.12 0.209
H -0.990779 1.343013 2.274103 0.00 0.01 0.07 0.192
O -1.983408 2.635111 3.545936 0.03 -0.18 0.19 -0.541
C -2.799433 3.023413 2.500140 0.00 0.69 -0.20 0.416
O -3.688273 1.984924 2.163236 0.17 -0.21 0.18 -0.557
C -4.689299 2.378398 1.250855 -0.25 0.02 -0.53 0.093
C -5.617722 1.184682 1.072658 0.31 0.38 0.14 -0.618
H -6.461020 1.451404 0.442391 -0.12 -0.02 -0.08 0.212
H -5.068432 0.362278 0.623565 0.04 -0.12 -0.08 0.216
H -5.982393 0.870167 2.046629 -0.08 -0.04 0.06 0.225
H -5.250816 3.228530 1.681092 0.05 -0.10 -0.07 0.165
C -4.074202 2.869656 -0.084306 -0.13 0.37 0.28 0.064
C -3.087885 4.010571 0.234632 -0.15 -0.40 0.11 0.103
O -2.499204 4.453310 -0.969822 -0.11 -0.27 -0.03 -0.556
C -2.029683 5.779429 -0.944833 0.06 0.10 0.03 -0.246
H -1.625032 5.978705 -1.935309 0.03 0.09 0.04 0.202
H -1.241552 5.922928 -0.197796 0.01 0.01 -0.03 0.169
H -2.845651 6.480700 -0.736799 0.02 -0.01 -0.02 0.173
C -2.055655 3.505430 1.243835 -0.26 -0.08 0.10 -0.496
H -1.523162 2.674053 0.782189 0.10 -0.02 -0.01 0.224
H -1.346764 4.285264 1.524645 0.02 0.02 0.00 0.223
H -3.667569 4.836576 0.680576 0.02 -0.10 -0.06 0.174
O -3.416008 1.817314 -0.764740 0.27 0.00 0.14 -0.566
C -4.083308 1.370502 -1.932321 -0.59 -0.54 0.03 0.385
O -4.033566 2.331213 -2.942250 0.03 0.13 0.06 -0.551
C -3.064194 2.140066 -3.972311 0.39 0.09 -0.36 0.109
C -2.828248 3.502611 -4.612492 -0.24 -0.40 0.20 -0.618
H -2.109032 3.414269 -5.421519 0.09 0.02 -0.11 0.215
H -3.765942 3.887651 -5.002457 -0.08 0.07 -0.08 0.217
H -2.452048 4.195425 -3.865683 0.06 0.09 0.05 0.213
H -3.487570 1.450209 -4.719881 0.10 0.08 0.11 0.179
C -1.766906 1.507452 -3.464189 -0.03 -0.30 -0.10 -0.119
N -1.045110 2.394727 -2.586566 -0.38 0.04 -0.04 -0.642
C 0.300892 2.429722 -2.595961 -0.18 0.39 0.37 0.688
O 0.965177 1.756351 -3.366675 0.33 -0.22 -0.26 -0.674
C 0.930304 3.373600 -1.599025 0.10 -0.16 -0.14 -0.711
H 1.690768 2.830563 -1.040028 -0.01 0.02 0.02 0.260
H 1.428140 4.174555 -2.142130 0.02 0.07 -0.05 0.232
H 0.192498 3.794929 -0.924766 -0.09 0.10 0.14 0.202
H -1.591587 2.928322 -1.922279 0.22 0.14 0.07 0.437
C -2.043219 0.131972 -2.793293 0.04 0.16 0.04 0.109
C -3.501552 0.022550 -2.339222 0.29 0.35 0.05 -0.458
H -3.582065 -0.667795 -1.501125 -0.08 -0.05 -0.01 0.228
H -4.083096 -0.374527 -3.172027 -0.05 0.01 -0.01 0.233
O -1.811509 -0.924950 -3.694179 -0.43 -0.07 0.03 -0.543
C -0.455180 -1.307876 -3.795774 0.16 0.00 -0.07 -0.269
H -0.421189 -2.090924 -4.549293 0.08 -0.03 0.00 0.193
H -0.097906 -1.702901 -2.840665 0.03 0.03 -0.05 0.184
H 0.184682 -0.471167 -4.094585 -0.02 -0.03 0.00 0.189
H -1.374435 0.036521 -1.925099 -0.03 0.03 -0.09 0.185
H -1.116469 1.324981 -4.328122 -0.18 -0.01 0.13 0.249
H -5.155777 1.251407 -1.699262 0.27 0.06 0.01 0.160
H -4.868104 3.271920 -0.724684 0.02 0.02 0.10 0.202
H -3.376028 3.875741 2.913592 0.07 -0.20 -0.11 0.150
H -0.144672 -0.953055 4.445987 0.15 -0.08 0.09 0.197
H -0.268399 -2.783085 2.986482 0.15 -0.04 0.07 0.198
H -2.758150 -1.429351 1.750864 -0.16 0.08 -0.03 0.201
C -1.338322 -4.567203 1.083757 0.18 0.20 -0.20 0.198
O -1.481983 -5.262740 2.312061 -0.07 -0.25 0.30 -0.704
H -1.451056 -4.631415 3.040537 -0.05 0.00 -0.08 0.475
H -3.027476 -2.964157 -0.859147 -0.06 -0.06 0.10 0.195
H -4.234169 -3.144271 0.445652 0.10 0.05 0.00 0.196
H -2.184119 -6.438974 0.428114 0.11 0.12 -0.03 0.213
H 1.827680 -5.581300 0.041968 0.16 -0.07 -0.08 0.208
H 0.700439 -4.441456 1.783635 -0.16 0.04 -0.12 0.247
H 3.434294 -0.926950 1.971376 0.01 -0.02 0.09 0.224
H 1.857130 -0.492440 2.669049 0.00 -0.03 0.03 0.236
H 3.623793 1.415147 2.039431 -0.12 -0.04 -0.06 0.178
H 2.857217 0.929887 -2.560792 -0.13 0.02 -0.15 0.256
H 5.050011 1.365983 -3.570607 -0.08 0.03 -0.18 0.209
C 6.862786 -0.518126 -2.187628 0.05 0.25 0.08 -0.609
H 6.909629 -0.591868 -3.271994 0.04 -0.06 -0.09 0.213
H 7.869094 -0.623967 -1.790931 0.14 -0.08 0.02 0.204
H 6.246366 -1.330746 -1.811284 -0.04 -0.11 0.00 0.217
H 6.932217 1.632820 -2.030426 -0.02 0.03 0.06 0.213
H 5.488210 1.891518 -0.076354 0.07 -0.06 0.01 0.182
```
Forces are in eV/Å.

Values from the calculation:
- Kohn-Sham gap (Eh) = 0.330
- M (g mol⁻¹) = 914.14
- E_HOMO (eV) = -8.47
- energy above the lowest of the compared OMol25 structures with the same formula, charge and spin (kJ/mol) = 8.1

Record 3
Here is an isolated molecule of C6H14N2O from the OMol25 dataset. Energies are from ωB97M-V/def2-TZVPD.

```
23
Properties=species:S:1:pos:R:3:forces:R:3:nbo_charge:R:1
C 0.065436 2.235995 -0.087034 -0.05 -0.01 -0.01 -0.692
C 1.315470 0.357520 -1.268232 -0.04 -0.02 -0.02 -0.727
C 1.191545 -1.229619 1.272060 -0.03 0.06 -0.05 -0.619
C 0.487229 0.803857 -0.118802 -0.27 -0.23 0.10 0.458
C 0.369837 0.028392 1.084622 0.01 -0.04 -0.05 -0.427
H 0.359426 0.646918 1.982204 -0.04 0.04 -0.03 0.228
H 1.213447 1.020745 -2.127064 -0.01 0.00 0.05 0.217
H -0.719344 2.418123 0.647488 0.03 -0.05 0.00 0.230
H -0.261860 2.583499 -1.066952 0.03 -0.04 0.03 0.228
H 0.933702 2.838281 0.209962 -0.02 -0.08 -0.02 0.243
H 1.032758 -0.658012 -1.557920 0.01 0.03 0.05 0.284
H 2.367132 0.333344 -0.960585 -0.06 0.01 0.04 0.242
H 0.732084 -1.829577 2.058847 -0.01 0.03 -0.03 0.244
H 2.222074 -1.000428 1.557313 -0.04 -0.01 -0.01 0.201
H 1.208183 -1.842480 0.372142 -0.01 0.01 -0.01 0.218
N -1.397555 -0.213405 -0.653388 0.22 0.07 0.16 -0.477
N -1.041294 -1.468940 -1.252543 0.01 0.11 0.18 -0.699
C -1.325512 -0.369114 0.896608 0.00 -0.09 -0.29 0.395
O -1.694477 -1.475678 1.359261 0.20 0.18 -0.17 -0.743
H -2.358237 0.029253 -0.905050 0.07 -0.09 0.06 0.353
H -1.552418 -1.576710 -2.119887 -0.01 0.02 0.07 0.353
H -1.344281 -2.191391 -0.590589 -0.05 0.08 -0.01 0.385
H -1.803345 0.559427 1.267539 0.06 0.03 -0.03 0.106
```
Forces are in eV/Å.

Values from the calculation:
- Kohn-Sham gap (Eh) = 0.302
- M (g mol⁻¹) = 130.19
- E_HOMO (eV) = -7.93
- energy above the lowest of the compared OMol25 structures with the same formula, charge and spin (kJ/mol) = 414.1

Record 4
Here is an isolated molecule of C3H3N3OS from the OMol25 dataset. Energies are from ωB97M-V/def2-TZVPD.

```
11
Properties=species:S:1:pos:R:3:forces:R:3:nbo_charge:R:1
C 1.341101 0.234778 0.887730 -0.43 -0.64 -1.86 0.278
C -1.777572 -0.210537 -0.450424 0.04 1.82 1.05 0.405
C 0.127582 -0.567240 -1.307420 0.29 1.46 1.01 0.138
H 0.362386 1.192383 2.275306 -1.94 0.90 -0.07 0.368
H 2.211389 -0.347258 0.501839 -0.30 0.89 0.58 0.208
H -2.795825 0.029647 -0.429264 -1.47 -0.08 0.85 0.204
N 1.209464 0.843871 1.954076 2.98 -1.13 0.87 -0.619
N 0.301648 0.172053 -0.098330 -0.69 -1.02 0.33 -0.176
N -1.238244 -0.602246 -1.495363 0.42 -1.67 -1.74 -0.471
O -0.984047 0.280430 0.528340 0.32 -0.25 -0.99 -0.307
S 1.242119 -1.025881 -2.366490 0.78 -0.27 -0.04 -0.028
```
Forces are in eV/Å.

Values from the calculation:
- Kohn-Sham gap (Eh) = 0.318
- M (g mol⁻¹) = 129.14
- E_HOMO (eV) = -9.17
- energy above the lowest of the compared OMol25 structures with the same formula, charge and spin (kJ/mol) = 347.3
- structure (SMILES) = [H]/N=C\n1ocnc1=S